The following is a DFT calculation (ωB97M-V with the def2-TZVPD basis set) of a 15-piece molecular cluster, C46H130N8O15 overall at a distorted geometry.

Element x y z (Å)
C (-15.017200, -1.080930, 17.745850)
C (-14.742790, -1.030010, 16.244950)
O (-15.730240, -0.269420, 15.579520)
H (-14.250230, -1.597900, 18.322560)
H (-15.990290, -1.554160, 17.877270)
H (-15.010860, -0.076230, 18.168520)
H (-14.843180, -2.022700, 15.806090)
H (-13.739650, -0.643130, 16.065690)
H (-15.756850, -0.379620, 14.626240)
C (-13.411170, -8.929190, 25.340550)
C (-12.367480, -7.770300, 25.389590)
O (-12.205720, -7.354450, 26.725840)
H (-13.364690, -9.546080, 26.237980)
H (-13.212230, -9.610510, 24.513300)
H (-14.452950, -8.610410, 25.306580)
H (-12.540570, -6.920250, 24.729630)
H (-11.362070, -8.071360, 25.095300)
H (-12.254700, -6.398390, 26.797670)
C (-12.467070, -6.903490, 21.463200)
C (-11.808430, -6.488140, 20.162420)
O (-12.900640, -6.075010, 19.348820)
H (-11.832360, -7.228600, 22.287550)
H (-13.082370, -7.759620, 21.186530)
H (-13.093920, -6.078480, 21.801600)
H (-11.386700, -7.346940, 19.640210)
H (-11.140370, -5.643140, 20.329060)
H (-12.582850, -5.371750, 18.777820)
C (-17.348220, -4.545090, 19.223940)
C (-15.962400, -4.567390, 19.763270)
O (-15.722140, -5.820830, 20.340200)
H (-17.514570, -5.329670, 18.485790)
H (-17.525520, -3.570550, 18.769020)
H (-18.083910, -4.746100, 20.002690)
H (-15.854130, -3.828560, 20.557320)
H (-15.264250, -4.318580, 18.964030)
H (-14.781690, -6.010290, 20.375570)
C (-17.462200, -7.717410, 23.952290)
C (-16.476290, -8.494570, 23.091720)
O (-16.436250, -9.844410, 23.458470)
H (-16.899880, -7.293970, 24.784520)
H (-18.355290, -8.286300, 24.210870)
H (-17.726380, -6.817990, 23.396100)
H (-15.558820, -7.906470, 23.069800)
H (-16.719020, -8.511180, 22.029220)
H (-16.165790, -10.329310, 22.675320)
C (-10.174750, -2.328400, 20.522900)
C (-10.994910, -1.460020, 19.550920)
O (-10.275640, -1.292920, 18.336640)
H (-9.912540, -3.300890, 20.106250)
H (-10.803820, -2.479550, 21.400120)
H (-9.326570, -1.785100, 20.939440)
H (-11.303840, -0.500990, 19.966760)
H (-11.930420, -1.945390, 19.272810)
H (-9.752330, -0.490270, 18.395870)
C (-7.148760, -7.613610, 27.175030)
C (-8.591880, -8.099200, 27.248840)
O (-8.596150, -9.450030, 27.137570)
H (-7.134300, -6.602530, 27.582000)
H (-6.841750, -7.427560, 26.145840)
H (-6.388010, -8.153180, 27.739140)
H (-9.219930, -7.660730, 26.473350)
H (-9.096910, -7.827690, 28.175840)
H (-9.457100, -9.802750, 27.374110)
C (-8.562140, -5.341700, 18.593460)
C (-7.556400, -6.119390, 17.677560)
C (-8.200430, -6.500790, 16.314300)
O (-9.159960, -7.503850, 16.515650)
C (-9.708280, -8.041830, 15.304440)
N (-6.342800, -5.311800, 17.493200)
H (-9.521440, -5.858180, 18.626690)
H (-8.661240, -4.282310, 18.356890)
H (-8.245370, -5.302900, 19.635690)
H (-7.294680, -7.066120, 18.150100)
H (-7.415100, -6.885010, 15.663350)
H (-8.639950, -5.589670, 15.908350)
H (-8.997810, -8.266470, 14.508910)
H (-10.448420, -7.367340, 14.873890)
H (-10.217330, -8.952000, 15.621560)
H (-6.581910, -4.436110, 17.050390)
H (-6.103660, -5.015970, 18.428830)
C (-13.250170, -10.697040, 21.837320)
C (-14.269700, -11.677160, 21.196210)
C (-14.569800, -12.861020, 22.124690)
O (-13.379990, -13.591020, 22.390650)
C (-13.658390, -14.725350, 23.220620)
N (-15.453870, -10.949410, 20.854400)
H (-12.888970, -10.011640, 21.070600)
H (-12.367340, -11.176040, 22.260720)
H (-13.754980, -10.084300, 22.584200)
H (-13.808580, -11.867600, 20.227080)
H (-15.337700, -13.430830, 21.601470)
H (-14.990700, -12.557870, 23.083360)
H (-12.750240, -15.281000, 23.454330)
H (-14.292260, -15.385950, 22.629080)
H (-14.019280, -14.462150, 24.214900)
H (-15.973030, -11.568830, 20.248690)
H (-15.245210, -10.194350, 20.216870)
C (-15.319210, -4.820240, 23.885290)
C (-14.187310, -3.810300, 24.103970)
C (-14.124780, -2.604940, 23.076190)
O (-12.917910, -1.833380, 23.394900)
C (-12.979070, -0.692040, 22.587110)
N (-14.251180, -3.254970, 25.431670)
H (-15.190670, -5.558720, 24.676620)
H (-15.246520, -5.388110, 22.957750)
H (-16.286670, -4.321400, 23.942540)
H (-13.222550, -4.316200, 24.066550)
H (-15.059800, -2.049190, 23.146680)
H (-14.042230, -2.990820, 22.060130)
H (-12.934690, -0.942300, 21.527160)
H (-12.055890, -0.149270, 22.790190)
H (-13.785990, 0.018850, 22.764920)
H (-15.152350, -2.870020, 25.676220)
H (-13.624190, -2.471540, 25.546630)
C (-9.855270, -10.312260, 18.974540)
C (-8.902090, -10.403180, 20.060360)
C (-9.350580, -9.681410, 21.310180)
O (-8.345060, -9.658860, 22.325560)
C (-8.891660, -9.218040, 23.605030)
N (-8.680030, -11.804860, 20.392120)
H (-9.584060, -10.956660, 18.138300)
H (-9.831230, -9.329780, 18.503100)
H (-10.871310, -10.488880, 19.327490)
H (-7.936270, -10.039230, 19.709910)
H (-10.207170, -10.246730, 21.677280)
H (-9.711730, -8.675460, 21.096320)
H (-7.994740, -9.181990, 24.223360)
H (-9.526490, -9.971470, 24.071330)
H (-9.330710, -8.221220, 23.646200)
H (-9.501420, -12.138380, 20.876040)
H (-8.009620, -11.817040, 21.147440)
C (-9.953510, -5.000710, 23.357130)
C (-8.660170, -4.459760, 24.031450)
C (-7.941320, -3.514170, 23.137820)
O (-7.573180, -4.217330, 21.966220)
C (-6.656460, -3.490420, 21.192020)
N (-9.060750, -3.808550, 25.264270)
H (-10.460300, -5.846890, 23.821070)
H (-9.738460, -5.336290, 22.342610)
H (-10.682880, -4.202020, 23.222130)
H (-7.985640, -5.282010, 24.270220)
H (-6.997770, -3.235470, 23.607000)
H (-8.520370, -2.619810, 22.907780)
H (-6.437170, -4.052170, 20.284020)
H (-5.692500, -3.451530, 21.699350)
H (-7.040330, -2.499870, 20.947990)
H (-9.517080, -4.463650, 25.882900)
H (-8.227250, -3.528410, 25.761170)
C (-10.297730, -4.395320, 28.397790)
C (-11.821140, -4.654110, 28.101660)
C (-12.713520, -3.682790, 28.893270)
O (-14.089760, -4.026630, 28.903000)
C (-14.831430, -2.958430, 29.499540)
N (-11.985150, -4.591390, 26.654570)
H (-10.020370, -3.401170, 28.047310)
H (-9.619010, -5.107770, 27.928900)
H (-10.041200, -4.352960, 29.456330)
H (-12.152710, -5.556730, 28.614920)
H (-12.520490, -2.738470, 28.384270)
H (-12.280570, -3.681470, 29.893600)
H (-15.073210, -2.327350, 28.644320)
H (-14.267690, -2.382230, 30.233220)
H (-15.731860, -3.260250, 30.034540)
H (-12.933680, -4.430480, 26.347140)
H (-11.610810, -3.684720, 26.413880)
C (-13.334890, -8.983680, 16.888570)
C (-14.695090, -8.625350, 17.580940)
C (-15.864760, -9.553760, 17.195790)
O (-16.140680, -9.332480, 15.801980)
C (-17.254570, -10.078710, 15.357450)
N (-14.539380, -8.486040, 19.067060)
H (-13.349890, -9.291680, 15.843100)
H (-12.823050, -9.836590, 17.334300)
H (-12.711350, -8.099140, 17.018540)
H (-15.045870, -7.651960, 17.238070)
H (-16.722490, -9.286750, 17.813130)
H (-15.732850, -10.613720, 17.413030)
H (-17.221990, -11.167050, 15.407990)
H (-17.372160, -9.927140, 14.284470)
H (-18.185290, -9.696250, 15.776470)
H (-13.848780, -7.795590, 19.324820)
H (-15.385290, -8.079090, 19.439810)
C (-11.653430, -3.081190, 15.429710)
C (-12.530730, -3.938770, 16.377840)
C (-13.010990, -5.242610, 15.791160)
O (-13.907890, -5.071200, 14.688440)
C (-14.540630, -6.256680, 14.327510)
N (-11.693780, -4.128050, 17.539150)
H (-10.895870, -3.692700, 14.939550)
H (-11.190580, -2.206980, 15.887560)
H (-12.279690, -2.726650, 14.611050)
H (-13.361230, -3.304470, 16.687740)
H (-13.559870, -5.793390, 16.555020)
H (-12.199650, -5.873980, 15.428960)
H (-13.877200, -7.028240, 13.936810)
H (-15.185160, -6.085470, 13.465320)
H (-15.102300, -6.717080, 15.140320)
H (-10.913910, -4.648670, 17.163830)
H (-11.115210, -3.317140, 17.705830)

Forces on atoms 1 to 6 (eV/Å):
-0.2 0.4 -0.5
0.0 -0.7 -0.4
-0.7 1.1 0.7
0.0 -0.4 -0.3
0.0 0.1 0.4
-0.3 0.1 -0.1

ΔE to the lowest compared entry with this formula, charge and spin = 3.0665 eV
E = -3396.971230 Eh
LUMO level = 0.217 eV
HOMO energy = -9.059 eV
net charge = 0
Kohn-Sham gap = 9.3 eV

Löwdin atomic charge list, values in e, 99 entries: C -0.07; C -0.33; O -0.07; H 0.05; H 0.07; H 0.08; H 0.10; H 0.11; H 0.08; C -0.04; C -0.30; O -0.10; H 0.07; H 0.04; H 0.06; H 0.09; H 0.08; H 0.00; C -0.06; C -0.28; O -0.13; H 0.06; H 0.05; H 0.07; H 0.11; H 0.10; H 0.03; C -0.08; C -0.34; O -0.09; H 0.08; H 0.07; H 0.08; H 0.10; H 0.11; H 0.03; C -0.07; C -0.36; O -0.09; H 0.06; H 0.08; H 0.06; H 0.08; H 0.10; H 0.02; C -0.05; C -0.31; O -0.09; H 0.06; H 0.06; H 0.07; H 0.10; H 0.09; H 0.09; C -0.07; C -0.38; O -0.06; H 0.06; H 0.06; H 0.08; H 0.09; H 0.11; H 0.10; C -0.06; C -0.38; C -0.21; O -0.20; C -0.08; N 0.04; H 0.05; H 0.07; H 0.06; H 0.14; H 0.12; H 0.12; H 0.09; H 0.07; H 0.08; H 0.07; H 0.04; C -0.04; C -0.41; C -0.19; O -0.19; C -0.10; N 0.04; H 0.05; H 0.07; H 0.05; H 0.13; H 0.12; H 0.13; H 0.08; H 0.09; H 0.09; H 0.08; H 0.04; C -0.04; C -0.41